ORCA calculation (ωB97M-V/def2-TZVPD) on C80H200F6HfN14O33S2 as an isolated structure.

As for the charge: 0. The calculation puts the HOMO-LUMO gap at 7.956 eV. Its LUMO energy is 0.007 Ha. The HOMO energy comes out at -7.77 eV.

Structure (XYZ):
```
336
Properties=species:S:1:pos:R:3:forces:R:3
Hf 18.65628 16.22959 21.28976 -1.527 -2.893 -0.816
O 18.21369 13.92489 21.68608 -0.628 3.155 -1.255
C 16.98838 13.44878 21.09110 0.127 1.266 0.109
C 16.26576 14.45443 20.06384 1.181 -0.962 -0.529
O 16.71916 15.78375 20.02398 2.433 0.488 2.595
H 16.26322 13.21370 21.87020 -0.084 0.134 0.489
H 17.16052 12.48351 20.61497 0.198 -0.017 -0.387
H 15.18096 14.36415 20.11992 -0.360 0.381 0.849
H 16.39346 14.02405 19.07058 0.549 -0.162 -0.467
C 19.56604 20.78966 22.70970 -1.032 0.426 0.868
F 20.40917 20.83916 21.71100 0.697 0.262 0.393
F 19.81716 21.75747 23.65048 0.113 -1.449 -1.159
F 18.34294 21.06498 22.21448 0.418 -0.468 0.405
S 19.63690 19.04301 23.49872 0.268 -1.882 2.849
O 19.59464 18.04738 22.39754 0.288 1.228 -0.658
O 20.88334 18.98690 24.28686 -2.425 0.955 -1.756
O 18.43103 18.83937 24.33870 1.280 1.655 -0.772
C 22.99906 13.85180 21.41690 -1.365 0.296 0.385
F 22.29562 12.90483 20.80858 -0.111 0.039 -0.925
F 22.78736 13.58399 22.72074 0.990 0.844 -0.264
F 24.26312 13.75750 21.03594 -0.153 0.066 0.645
S 22.37188 15.60035 20.91146 0.850 2.127 0.761
O 23.14418 16.60213 21.69956 -1.279 -2.598 -1.785
O 22.61124 15.62869 19.48266 -0.149 -0.369 0.588
O 20.92120 15.68068 21.25156 0.016 -0.392 0.473
C 24.25794 14.75911 33.24580 0.423 0.211 0.821
O 23.21558 15.20650 32.41048 0.219 -1.319 0.109
C 22.22188 14.17624 32.30814 -2.267 1.714 -0.739
C 21.14276 14.59687 31.23574 0.304 -1.369 -0.531
N 21.49486 14.22487 29.84144 0.062 -0.411 1.116
C 22.68892 14.82484 29.30924 -0.026 1.122 -0.560
C 22.57608 16.35992 29.11862 0.230 -0.126 0.279
O 21.59458 16.62650 28.13814 -0.244 0.173 -0.292
C 21.37746 18.01305 27.85732 -0.627 -0.972 0.594
H 25.01978 15.52680 33.38130 0.099 0.103 -0.597
H 24.70970 13.82545 32.91070 0.113 0.015 -0.299
H 23.97604 14.60677 34.28764 -0.743 -0.249 0.147
H 21.66092 14.12654 33.24138 0.026 0.234 0.425
H 22.52060 13.13779 32.16498 0.872 0.178 -0.596
H 20.75987 15.61432 31.31500 0.699 0.477 0.402
H 20.25166 14.01449 31.46996 -0.003 -0.330 0.095
H 20.70810 14.30968 29.21380 -0.058 0.149 0.057
H 22.89984 14.40444 28.32594 -0.059 -0.122 -0.101
H 23.54148 14.56295 29.93584 0.030 0.239 0.109
H 23.52106 16.84001 28.86442 0.291 -0.224 -0.509
H 22.30000 16.85639 30.04888 -0.294 -0.051 0.421
H 21.27790 18.57966 28.78314 0.591 0.220 0.245
H 20.36413 18.07078 27.45990 0.145 0.022 -0.648
H 22.13110 18.40795 27.17602 -0.010 0.140 0.020
C 25.18864 19.99032 16.09172 -0.154 -0.952 0.836
O 24.21050 19.89163 17.16020 0.030 0.156 -0.247
C 24.09680 18.57182 17.79990 0.166 1.404 -1.654
C 23.41528 17.57306 16.84810 0.728 -0.521 0.617
N 22.14800 18.01546 16.26058 -0.036 -0.131 0.273
C 21.68270 17.16357 15.16606 0.586 0.129 -0.389
C 22.43626 17.40132 13.84688 0.425 0.036 0.300
O 22.23284 18.74835 13.46876 -0.696 -0.103 0.196
C 22.83750 19.08866 12.24876 -0.112 0.198 0.164
H 25.47376 21.01000 15.83278 -0.515 0.201 0.573
H 24.87442 19.52106 15.15944 -0.396 -0.194 -0.021
H 26.09860 19.47953 16.40661 0.217 -0.068 0.038
H 23.55350 18.67306 18.73942 -0.315 0.415 -0.235
H 25.11498 18.32997 18.10476 0.041 -0.771 -0.243
H 23.30142 16.68763 17.47352 -0.629 -0.178 0.020
H 24.11718 17.21199 16.09639 0.345 0.349 -0.378
H 22.27350 18.91840 15.82578 0.197 0.444 0.288
H 20.64088 17.38281 14.93226 -0.167 0.128 0.192
H 21.72138 16.11321 15.45474 0.168 -0.072 -0.012
H 22.11990 16.66564 13.10740 -0.433 0.127 -0.391
H 23.52034 17.29534 13.88696 0.292 -0.441 0.548
H 23.90938 18.89150 12.26672 0.231 -0.089 -0.002
H 22.68322 20.16019 12.12176 -0.011 -0.099 -0.174
H 22.38518 18.53022 11.42922 -0.015 0.020 -0.214
C 20.75736 21.86578 26.92038 -0.109 -0.493 -0.915
O 21.77660 22.74996 26.46934 0.337 -0.558 0.179
C 22.77684 22.01192 25.72816 -0.350 0.134 0.338
C 23.95980 22.86813 25.32490 -0.731 0.589 -0.295
N 24.79372 23.29694 26.43116 -0.231 0.433 -0.576
C 25.88914 24.18571 25.97310 1.309 -0.826 1.044
C 26.91446 23.60535 24.96780 -0.109 -0.461 0.459
O 27.72790 22.56757 25.50964 0.089 -0.588 0.129
C 28.49556 21.92643 24.48194 -0.509 0.263 0.093
H 21.10708 21.06152 27.56764 0.428 0.213 0.406
H 20.36958 21.33345 26.05186 -0.281 -0.080 -0.214
H 19.90816 22.36324 27.38890 0.404 0.466 0.050
H 22.28758 21.58584 24.85228 0.064 0.013 -0.341
H 23.11674 21.15705 26.31278 0.046 -0.171 0.384
H 23.54976 23.75970 24.85048 0.133 -0.016 -0.460
H 24.60898 22.31711 24.64442 -0.616 -0.209 -0.642
H 25.12472 22.39623 26.74622 0.921 0.308 0.778
H 26.38794 24.46330 26.90168 0.469 -0.066 -0.011
H 25.57820 25.15789 25.59064 -0.746 -0.316 -0.187
H 27.63410 24.34805 24.62338 -0.423 0.575 -0.289
H 26.34418 23.17571 24.14424 0.102 0.200 -0.516
H 29.13856 21.14243 24.88194 -0.220 0.168 0.384
H 29.12510 22.63525 23.94402 0.137 0.285 0.060
H 27.83310 21.47928 23.74080 -0.182 -0.146 -0.078
C 16.76964 26.42311 20.00212 1.844 -0.036 -0.569
O 17.18668 25.82393 21.21616 -1.176 -0.211 0.804
C 18.56678 25.78454 21.54910 -0.435 0.230 1.122
C 18.85209 24.92735 22.84614 -0.175 1.142 -2.027
N 18.78606 25.72582 24.05728 -1.395 -1.159 -0.507
C 19.03976 24.79347 25.12434 0.758 1.431 1.409
C 19.01152 25.51828 26.53284 -1.713 -0.784 -1.058
O 17.67660 26.05021 26.85278 1.136 -1.190 0.368
C 16.66458 25.05620 27.08566 0.190 1.045 -0.797
H 15.72502 26.69011 19.84220 -0.231 -0.469 1.107
H 17.02528 25.73002 19.20063 0.033 0.040 -0.357
H 17.32166 27.35027 19.84804 0.171 0.231 -0.118
H 18.92750 26.75124 21.90048 -0.214 0.407 -0.609
H 19.18108 25.51841 20.68892 0.032 -0.474 -0.118
H 19.85622 24.55217 22.64846 0.425 -0.327 0.220
H 18.21604 24.04557 22.92364 -0.269 0.143 -0.055
H 19.47422 26.46463 24.03090 -0.014 -0.707 0.210
H 20.02662 24.35401 24.97920 0.697 -0.148 0.375
H 18.40520 23.91530 25.00490 -0.586 0.196 0.504
H 19.67978 26.37785 26.58438 -0.046 -0.027 -0.333
H 19.37332 24.79521 27.26384 -0.248 -0.039 0.410
H 16.49144 24.48626 26.17282 0.029 -0.267 0.036
H 15.75822 25.63340 27.26856 -0.019 -0.069 0.103
H 16.82087 24.38473 27.92994 0.444 0.013 0.107
C 18.41688 17.69662 30.60370 0.655 0.845 -0.510
O 17.47472 16.77079 30.13720 0.571 -0.562 -0.308
C 17.76618 16.35181 28.73936 -0.500 0.123 2.332
C 16.85143 15.16774 28.48704 0.396 -0.303 -0.664
N 17.32787 13.82072 28.79644 1.215 1.052 1.798
C 17.34912 13.58679 30.27176 -0.497 -2.304 -0.192
C 17.88956 12.13965 30.52918 0.115 1.792 -0.052
O 18.31889 11.99261 31.87418 -0.071 -1.307 -0.504
C 18.87707 10.65504 32.03264 -0.307 1.467 0.751
H 18.19564 18.25182 31.51524 -0.861 -0.675 0.278
H 18.52414 18.50666 29.88230 0.205 0.179 -0.448
H 19.41100 17.27895 30.76296 0.147 -0.338 -0.147
H 18.82682 16.12303 28.63544 0.148 -0.001 -0.096
H 17.47426 17.23022 28.16382 0.100 -0.128 -0.565
H 16.74196 15.10104 27.40462 -0.809 0.469 -0.111
H 15.95842 15.38863 29.07172 -0.585 0.156 -0.552
H 16.73232 13.16314 28.31376 -0.068 -0.154 0.301
H 16.33926 13.52126 30.67672 -0.391 0.629 0.062
H 17.88576 14.30497 30.89168 0.254 0.197 -0.691
H 18.72709 12.03353 29.83972 0.168 -0.498 -0.094
H 17.07520 11.44946 30.30890 0.105 -0.373 -0.163
H 19.73482 10.57644 31.36466 0.093 -0.325 0.125
H 18.16096 9.84624 31.88728 -0.253 0.142 -0.484
H 19.13886 10.60408 33.08950 0.442 -0.035 -0.143
C 16.32378 21.14138 26.71382 -0.035 0.041 -0.343
O 15.03298 21.67509 26.43758 0.304 -0.847 -0.878
C 14.63194 21.45369 25.06868 -0.097 1.833 0.039
C 15.51228 22.27193 24.04998 -0.972 -1.898 -0.141
N 14.88394 22.25722 22.67744 0.066 -0.484 1.955
C 15.55114 23.08643 21.70356 0.115 -0.886 -0.731
C 14.82932 22.95948 20.35788 -0.525 0.987 -0.329
O 15.62968 23.41921 19.28996 1.286 -0.299 -0.519
C 15.15700 23.02737 18.02100 -0.585 -0.070 -0.060
H 16.54396 21.35912 27.75890 0.276 0.345 -0.256
H 17.03882 21.49416 25.97060 0.435 0.717 0.521
H 16.46476 20.06789 26.58794 -0.840 -0.557 0.051
H 13.62952 21.87929 25.02282 -0.263 -0.318 0.072
H 14.61136 20.39528 24.80898 0.068 -0.147 0.024
H 16.39281 21.62947 24.05186 0.625 0.646 -0.690
H 15.72286 23.24373 24.49648 0.037 0.236 -0.251
H 13.92496 22.56024 22.77046 -0.238 0.079 0.148
H 16.52726 22.62484 21.55450 0.388 0.514 0.080
H 15.60896 24.12751 22.02122 0.391 0.089 -0.250
H 13.97044 23.63038 20.37550 -0.586 -0.043 0.179
H 14.45818 21.97280 20.08070 0.137 -0.433 0.634
H 14.86816 21.97824 17.95766 -0.047 -0.370 0.449
H 15.88582 23.13104 17.21714 0.340 0.529 0.408
H 14.25980 23.59090 17.76494 -0.119 0.212 -0.175
C 16.68113 19.65532 19.66100 -0.848 1.158 0.206
O 16.79469 18.62328 20.60150 -0.368 -0.962 0.474
C 15.96150 18.85540 21.75178 -0.226 -0.697 0.017
C 15.72790 17.57440 22.54368 0.433 -0.137 -0.534
N 17.05136 17.03966 22.96564 -1.349 -0.080 -1.550
C 16.85732 15.98952 23.89666 0.624 -1.861 1.890
C 18.21544 15.71310 24.61444 -1.990 -0.872 -0.799
O 19.24851 15.74782 23.64712 0.478 0.580 -0.066
C 20.49248 15.61386 24.31478 2.041 -0.202 0.575
H 17.35328 19.59710 18.80489 0.218 -0.364 0.459
H 16.81704 20.58484 20.21384 0.415 0.455 -0.350
H 15.68058 19.74471 19.23792 -0.381 -0.439 0.019
H 14.96374 19.23427 21.53038 0.095 0.319 -0.589
H 16.46600 19.58641 22.38360 -0.074 0.149 0.131
H 15.11482 16.79818 22.08574 0.555 0.002 -0.928
H 15.08484 17.77504 23.40060 0.393 0.613 0.576
H 17.41184 17.77538 23.55630 0.789 0.616 -0.222
H 16.41048 15.08399 23.48624 0.426 -0.029 -0.564
H 16.14258 16.26336 24.67272 -0.086 0.360 0.292
H 18.15848 14.69197 24.99144 0.150 0.037 0.457
H 18.34038 16.44368 25.41366 0.470 0.032 -0.085
H 20.68233 16.29132 25.14730 -1.034 0.320 0.289
H 21.39500 15.84586 23.74930 -0.608 -0.090 -1.014
H 20.65638 14.60994 24.70644 -0.448 -0.230 -0.121
C 19.31234 21.71261 18.58666 -1.198 1.155 1.096
O 19.48674 20.49819 19.33125 1.498 1.066 -1.587
C 20.71224 19.85745 18.89588 -0.997 -1.160 0.474
C 20.75138 18.49324 19.61110 1.061 -0.160 -0.257
N 19.43404 17.86209 19.62520 -0.737 -1.173 -1.318
C 19.11711 17.29820 18.24190 -0.610 0.017 -0.023
C 19.74136 15.92192 17.98240 -0.789 1.750 -0.060
O 19.48954 15.18738 19.15300 0.596 -0.772 -0.257
C 19.90079 13.81765 18.91032 -0.234 0.232 1.597
H 20.01447 22.51224 18.82272 0.442 -0.238 0.674
H 18.33346 22.08513 18.88850 -0.076 0.101 0.136
H 19.29159 21.79547 17.50002 0.181 -1.532 -0.397
H 21.64664 20.33322 19.19362 -0.160 0.726 -0.229
H 20.58006 19.78136 17.81660 0.761 -0.229 -0.077
H 21.11386 18.62623 20.63042 -0.161 0.000 0.014
H 21.45404 17.82237 19.11682 0.108 0.128 -0.079
H 18.88680 18.71081 19.64266 -1.039 -0.090 0.584
H 19.31186 18.04438 17.47160 0.711 -0.118 -0.056
H 18.04348 17.14795 18.12867 -0.214 0.024 0.771
H 20.78328 16.01758 17.67686 0.292 -0.360 0.535
H 19.18955 15.44516 17.17226 -0.018 0.077 -0.306
H 20.93302 13.79455 18.56092 -0.189 0.083 -0.476
H 19.14900 13.34291 18.27980 0.278 -0.049 -0.231
H 19.91166 13.34743 19.89360 -0.278 -0.117 -0.088
C 27.23224 11.90863 32.03166 0.528 0.577 -0.204
O 27.71926 12.51444 30.83926 -0.044 -0.589 0.086
C 27.36420 13.86680 30.59790 -1.138 -0.703 -0.153
C 27.29896 14.12789 29.10018 0.551 -0.286 -1.244
N 27.67304 15.47396 28.82268 0.651 1.508 0.057
C 27.50720 16.07828 27.49174 0.486 -0.740 0.200
C 26.12582 16.09757 26.81834 0.404 -1.168 0.332
O 25.85326 14.83161 26.15102 -0.187 0.878 0.450
C 24.78732 14.93348 25.20070 0.288 0.764 0.454
H 27.68684 10.92558 32.15438 -0.260 -0.166 -0.601
H 26.14312 11.86558 32.02564 -0.113 -0.154 0.065
H 27.57958 12.41184 32.93402 -0.137 0.616 0.121
H 27.99834 14.51433 31.20344 0.166 0.346 -0.364
H 26.31430 14.07287 30.80606 -0.147 -0.187 1.233
H 26.29044 14.01266 28.70302 -0.391 -0.811 0.292
H 27.93998 13.44804 28.53892 0.148 -0.191 0.086
H 27.17948 16.02885 29.50722 -0.167 0.336 -0.051
H 28.23058 15.61844 26.81842 0.013 -0.148 -0.164
H 27.87288 17.09248 27.65234 -0.223 0.219 -0.357
H 26.05728 16.91795 26.10394 -0.047 0.048 -0.130
H 25.44588 16.27361 27.65188 -0.720 0.018 -0.155
H 24.70762 13.99628 24.64988 0.256 0.220 -0.062
H 24.94220 15.83330 24.60536 0.275 -0.283 -0.739
H 23.81278 15.17973 25.62230 -0.229 -0.362 0.706
C 14.90228 18.33939 29.42828 -0.226 0.480 0.521
O 14.04254 17.57451 28.58890 0.239 0.692 -0.836
C 13.76262 18.21324 27.30672 -0.531 1.196 0.986
C 12.89230 19.52475 27.50374 2.493 -1.065 -0.639
N 11.68228 19.14113 28.06968 -3.031 2.254 0.471
C 10.91928 20.38982 28.64238 0.277 -1.883 -1.052
C 10.34530 21.47201 27.64476 0.864 0.104 0.539
O 11.30102 22.37229 27.06062 0.538 -1.139 -0.019
C 12.02914 23.19161 27.95778 0.707 0.565 -1.238
H 15.19722 17.75531 30.30004 -0.080 -0.290 -0.371
H 14.45592 19.25081 29.82602 -0.722 0.044 0.001
H 15.80280 18.75269 28.97404 0.272 -0.555 -0.654
H 13.16766 17.52674 26.70436 0.063 -0.235 0.254
H 14.69572 18.42320 26.78392 0.200 0.114 0.020
H 12.73658 20.05094 26.56194 0.061 -0.195 -0.209
H 13.41714 20.23925 28.13788 0.520 0.175 0.079
H 11.79726 18.45631 28.80310 0.072 0.152 0.226
H 11.52772 20.90547 29.38534 0.142 -0.080 0.143
H 10.14030 19.81002 29.13750 -0.585 0.934 0.221
H 9.71285 22.20368 28.14754 -0.736 -0.748 0.696
H 9.79670 21.01904 26.81894 0.141 -0.044 0.045
H 11.55522 24.16502 28.08412 -0.600 -0.133 0.641
H 12.91658 23.47377 27.39126 0.314 -0.215 0.046
H 12.39800 22.74133 28.87934 -0.460 -0.106 0.050
C 27.45180 17.65337 31.94428 -0.192 0.435 -0.050
C 26.18238 17.98484 31.13586 0.485 -0.455 0.768
C 26.47012 18.76519 29.85106 -0.467 -0.805 -0.055
O 25.27102 19.02886 29.09418 0.499 -0.133 1.127
C 25.52880 19.58865 27.83626 -0.808 -0.155 -0.572
N 25.52446 16.73069 30.82126 -0.558 0.240 -0.698
H 27.24282 16.99650 32.78864 -0.529 0.152 0.167
H 27.82090 18.59356 32.35402 0.534 -0.139 -0.031
H 28.20660 17.07283 31.41384 0.105 0.473 -0.504
H 25.53904 18.55652 31.80472 -0.070 0.551 -0.018
H 27.05112 18.08948 29.22338 0.565 0.272 0.018
H 27.01608 19.67180 30.11202 0.039 0.208 -0.266
H 24.59048 19.53058 27.28468 -0.222 0.184 0.053
H 26.20256 19.00326 27.21058 0.556 -0.033 0.271
H 25.82730 20.63591 27.88376 0.326 0.054 0.120
H 25.16650 16.30255 31.66308 0.124 -0.033 0.055
H 24.69294 17.04800 30.34378 -0.354 -0.490 -0.369
C 25.83674 18.45817 23.24692 -0.552 -0.212 -0.010
C 24.44226 19.12308 23.51386 -0.929 -1.811 0.203
C 23.80180 19.81793 22.29236 0.916 1.027 0.744
O 24.40334 21.13624 22.12756 -0.040 -2.464 0.476
C 23.64656 22.00718 21.36654 0.496 0.306 -0.127
N 23.48946 18.06579 23.99908 0.764 -0.303 -0.415
H 25.81608 17.50136 22.72522 -0.948 -0.046 -0.441
H 26.29372 18.10134 24.16994 0.181 0.749 0.288
H 26.51740 19.03809 22.62362 0.028 0.496 0.442
H 24.46028 19.72460 24.42268 0.558 0.944 -0.524
H 22.72448 19.91150 22.42922 -0.174 0.339 0.476
H 23.86852 19.18657 21.40632 0.581 -0.015 -0.335
H 24.27400 22.89509 21.44422 -0.867 0.580 -0.327
H 22.63728 22.08734 21.77028 -0.108 0.550 0.181
H 23.55098 21.71123 20.32184 0.138 -0.212 -0.384
H 23.24304 17.49819 23.20082 0.358 -0.370 0.102
H 22.57804 18.42874 24.23924 0.469 0.607 0.286
C 24.49064 26.26936 23.21978 -0.367 1.117 0.465
C 22.98050 26.16551 23.28666 -0.379 -1.831 -1.693
C 22.15766 27.41126 22.87116 1.296 0.460 0.402
O 20.78499 27.26690 23.17680 1.158 -1.397 -0.292
C 20.07036 28.43319 23.34458 -0.375 1.464 -0.553
N 22.70908 24.92811 22.52492 -1.348 -0.288 0.782
H 24.64222 27.14025 23.85748 1.337 0.024 -0.053
H 24.89742 26.37157 22.21370 -0.374 0.650 -0.209
H 24.99164 25.35537 23.53870 -0.396 0.162 0.607
H 22.64620 25.86278 24.27900 0.249 0.491 0.409
H 22.36982 27.70327 21.84266 -0.546 -0.549 -0.668
H 22.56056 28.29473 23.36638 0.011 0.091 0.800
H 18.99595 28.25048 23.36432 0.060 -0.392 0.158
H 20.22238 29.05632 22.46328 0.116 0.542 0.062
H 20.32918 28.95435 24.26626 0.224 0.184 0.026
H 22.85954 24.88876 21.52698 0.262 0.846 0.067
H 21.73984 24.71219 22.70944 -0.151 -0.458 -0.298
C 24.96944 28.87439 18.66820 -1.143 -0.853 0.050
C 24.62946 27.53801 19.38190 0.570 0.083 -1.303
C 23.59656 26.65302 18.63498 -1.029 0.232 1.405
O 23.10430 25.66956 19.59734 0.903 0.231 -0.651
C 22.06896 24.83315 19.10875 0.592 0.421 0.066
N 25.89230 26.78171 19.42700 -0.650 -0.175 0.462
H 24.02320 29.38334 18.48462 0.067 0.302 -0.198
H 25.45826 28.63097 17.72484 0.015 0.199 0.008
H 25.59800 29.53872 19.26120 0.073 -0.252 0.085
H 24.18630 27.75123 20.35465 0.013 -0.048 0.242
H 23.96856 26.18622 17.72294 0.309 -0.138 0.073
H 22.68230 27.19903 18.40244 0.156 0.619 -0.418
H 21.15116 25.38996 18.91982 -0.213 0.176 0.134
H 21.92028 24.10328 19.90454 -0.262 -0.217 -0.297
H 22.35808 24.36877 18.16596 0.086 -0.349 -0.005
H 25.65378 25.86715 19.78308 0.201 -0.429 0.087
H 26.49342 27.19132 20.12768 0.266 0.124 0.065
O 22.73012 25.29691 27.16400 -0.286 1.178 0.041
H 22.10408 24.71935 26.72726 -0.101 -0.463 0.032
H 23.57350 24.85510 27.06532 0.329 -0.607 0.112
```
Forces are in eV/Å.

Atom charges from the Löwdin analysis, given in e for atoms 1 to 4: 2.05, -0.37, -0.29, -0.33